Below is a structure of composition C31H34As2FN3OPb, with properties calculated with ωB97M-V/def2-TZVPD.

Geometry (Å):
Pb -0.33448 -0.74953 0.20738
C 0.76176 -1.08652 4.69171
C 0.22679 -1.26943 3.30646
N 0.12451 -0.30601 2.46680
N 0.47819 0.94715 2.81880
C 0.17474 1.81382 1.86194
O -0.35905 1.49479 0.73805
C 0.48391 3.23497 2.11698
C 1.30374 3.61992 3.17575
C 1.59970 4.96032 3.36395
C 1.06739 5.91933 2.50932
C 0.24295 5.53837 1.45921
C -0.04364 4.19699 1.26165
C -0.27659 -2.59210 2.86421
C -0.21815 -3.69224 3.70472
C -0.76170 -4.89680 3.28886
C -1.36405 -4.97534 2.04435
C -1.37009 -3.84326 1.25311
N -0.83223 -2.68580 1.64675
H 1.00798 -0.04346 4.85052
H 1.65887 -1.69315 4.84065
H 0.02423 -1.39500 5.43458
H 1.71080 2.86437 3.83666
H 2.24306 5.26040 4.18071
H 1.28974 6.96659 2.66753
H -0.17804 6.28703 0.80070
H -0.68129 3.88680 0.44486
H 0.23922 -3.60586 4.67960
H -0.72201 -5.76307 3.93599
H -1.82204 -5.88947 1.69433
H -1.83252 -3.85031 0.27621
C -2.30050 2.51572 -1.52118
As -2.14252 0.60127 -1.47322
C -3.98783 0.02618 -1.61576
C -1.32533 0.08267 -3.14779
C -1.05499 1.06285 -4.10051
C -0.47218 0.71832 -5.31150
C -0.14985 -0.60583 -5.57262
C -0.40100 -1.58529 -4.62065
C -0.98246 -1.25799 -3.39989
As -1.40243 -2.62425 -2.07670
C -2.92777 -3.46218 -2.94512
C -0.05036 -3.99734 -2.34231
H -1.32070 2.98277 -1.56189
H -2.79501 2.80631 -0.59652
H -2.90926 2.80369 -2.37582
H -4.36261 0.32510 -2.59329
H -4.56505 0.51275 -0.83197
H -4.06733 -1.05155 -1.50012
H -1.30309 2.09861 -3.90901
H -0.27742 1.48328 -6.05234
H 0.29399 -0.88024 -6.52062
H -0.14603 -2.61207 -4.84965
H -2.59234 -3.87059 -3.89687
H -3.70513 -2.72388 -3.12226
H -3.32014 -4.26083 -2.31936
H 0.30864 -4.01762 -3.36774
H -0.50643 -4.95888 -2.11261
H 0.79197 -3.84071 -1.67085
F 4.84661 3.16219 1.85122
C 4.11472 2.28950 1.17586
C 3.25428 2.76728 0.19389
C 2.48293 1.85992 -0.48748
C 2.57696 0.48037 -0.21139
C 1.82053 -0.46734 -0.96501
C 3.46415 0.04195 0.79455
C 4.23875 0.94027 1.48825
H 3.20229 3.83083 0.00315
H 1.79867 2.20296 -1.25433
H 2.16640 -1.49580 -0.95896
H 1.37733 -0.14816 -1.90422
H 3.54867 -1.01813 1.00826
H 4.93916 0.63039 2.25203

- ΔE to the lowest compared entry with this formula, charge and spin: 9.0 kcal/mol
- Gap between HOMO and LUMO: 0.205 Ha
- Total charge: +2
- HOMO energy: -13.2708 eV

---

Below is a structure of composition C33H33BrN5O2S3Zn, with properties calculated with ωB97M-V/def2-TZVPD.

Geometry (Å):
Zn -0.23827 0.05495 -0.13720
C 4.11093 -0.52047 -0.92692
C 2.64113 -0.23652 -1.13000
N 1.86249 -0.03491 -0.11425
N 2.49724 -0.00573 1.12198
C 1.73040 -0.19472 2.13351
S 0.04022 -0.53219 2.17879
S 2.59757 -0.10673 3.70418
C 2.40161 -1.86575 4.14604
C 3.26309 -2.74766 3.29337
C 2.74963 -3.33501 2.14105
C 3.56590 -4.09900 1.31776
C 4.90107 -4.28854 1.63938
C 5.42068 -3.70679 2.78866
C 4.60673 -2.93934 3.60445
C 2.13113 -0.22064 -2.50363
C 3.07133 -0.11211 -3.54621
C 2.72935 -0.13918 -4.87809
C 1.38133 -0.30646 -5.21568
C 0.43310 -0.41742 -4.23583
C 0.74823 -0.35694 -2.84686
O -0.22974 -0.45941 -2.02012
H 4.30418 -0.80203 0.10136
H 4.70320 0.36959 -1.15171
H 4.42864 -1.31854 -1.59644
H 1.34466 -2.10910 4.03316
H 2.66883 -1.94028 5.20038
H 1.71097 -3.16514 1.87600
H 3.16043 -4.53314 0.41290
H 5.53743 -4.87927 0.99239
H 6.46458 -3.84430 3.04307
H 5.01681 -2.46474 4.48895
H 4.11644 0.01020 -3.29517
H 3.48724 -0.03772 -5.64387
H 1.08381 -0.34550 -6.25817
H -0.61528 -0.54422 -4.47548
C -5.92437 0.18875 1.50125
C -5.61688 0.73378 0.11195
N -4.64840 1.81931 0.13915
C -5.20334 3.16455 0.20686
C -5.38967 3.78432 -1.17172
C -3.30212 1.62618 0.04406
S -2.74005 0.00945 0.02486
N -2.62460 2.78270 -0.00075
C -1.30930 2.92907 -0.14586
O -0.41135 2.08159 -0.30099
C -0.85422 4.36950 -0.13951
C -1.75722 5.42695 -0.09554
C -1.30295 6.73707 -0.09526
C 0.05935 7.00131 -0.13494
C 0.96439 5.94996 -0.17815
C 0.50962 4.64069 -0.18311
H -6.67564 -0.60142 1.44417
H -6.30487 0.97755 2.15367
H -5.01807 -0.22203 1.94283
H -6.52819 1.12976 -0.34591
H -5.23931 -0.05987 -0.52884
H -4.54281 3.78314 0.81036
H -6.16213 3.08774 0.72602
H -4.42162 3.87571 -1.66284
H -5.83966 4.77617 -1.09234
H -6.03679 3.16427 -1.79513
H -2.81448 5.20389 -0.06424
H -2.01239 7.55519 -0.06347
H 0.41496 8.02462 -0.13263
H 2.02810 6.15066 -0.20849
H 1.19862 3.80774 -0.22031
Br 1.95533 -3.82331 -2.16267
C 0.66306 -4.23939 -0.82620
C 0.52668 -5.56150 -0.42006
C -0.42325 -5.82422 0.55067
C -1.18447 -4.77711 1.05300
C -0.95410 -3.50108 0.56708
N -0.03226 -3.23483 -0.35874
H 1.14356 -6.33681 -0.84967
H -0.56495 -6.83548 0.91050
H -1.93700 -4.93915 1.81203
H -1.51426 -2.65070 0.93718

- Gap between HOMO and LUMO: 0.256 Ha
- Total charge: -1
- HOMO energy: -4.4536 eV

---

Below is a cluster of 2 separate species, C19H39IN2O5 in total at a distorted geometry, with properties calculated with ωB97M-V/def2-TZVPD.

Geometry (Å):
C -4.65340 -2.70947 3.54123
C -4.77568 -1.68618 2.28915
C -6.25974 -1.74042 1.66218
C -4.32309 -0.17843 2.68086
C -2.86251 0.06181 2.00986
C -1.78466 -0.77144 2.90142
C -2.47770 1.60522 1.88793
O -1.09520 1.86771 1.54110
C -0.90181 2.03777 0.14399
N -1.26996 0.84614 -0.69843
C -0.49378 -0.39973 -0.38863
C 0.98210 -0.09228 0.22898
C 1.54123 1.17243 -0.54630
O 2.87934 1.57225 -0.32138
C 3.69088 0.71407 0.47434
C 4.20456 -0.63033 -0.21865
N 3.56599 -0.96620 -1.51526
C 4.34401 -0.52062 -2.69943
C 3.30074 -0.51338 -3.93669
C 2.48437 -1.89150 -4.06550
O 3.93093 -0.20549 -5.19236
C 0.56908 2.46767 -0.29882
C 1.23605 3.60887 0.57810
C 1.65845 3.21436 2.04492
O 1.62216 2.10722 2.58024
I 2.36079 4.87420 3.32092
H -4.62091 -3.75439 3.05938
H -3.65361 -2.58369 4.06277
H -5.55011 -2.66931 4.23495
H -4.09517 -2.14346 1.48052
H -6.37197 -1.06751 0.74182
H -7.05729 -1.55685 2.44749
H -6.39565 -2.81424 1.27656
H -5.06871 0.50686 2.15651
H -4.27930 -0.03917 3.80489
H -2.95464 -0.41242 0.96337
H -2.27336 -0.91948 3.91353
H -0.79556 -0.21209 2.99603
H -1.60769 -1.78782 2.39507
H -2.76395 2.09233 2.88874
H -3.12794 2.09911 1.09267
H -1.59882 2.89938 -0.17716
H -1.02265 1.10732 -1.67667
H -2.30010 0.71996 -0.71085
H -0.27986 -0.90537 -1.39942
H -1.00349 -1.12357 0.31488
H 1.55959 -1.05884 0.08465
H 0.82121 0.04100 1.34358
H 1.45091 0.91639 -1.66939
H 3.28148 0.46495 1.52156
H 4.64403 1.31746 0.71008
H 4.06603 -1.52768 0.48924
H 5.34292 -0.58236 -0.39808
H 3.41328 -1.98093 -1.50284
H 4.73768 0.53958 -2.62701
H 5.16169 -1.29726 -2.92349
H 2.49442 0.29898 -3.77314
H 3.13906 -2.79658 -4.26571
H 1.86074 -2.12945 -3.12658
H 1.72267 -1.84732 -4.92298
H 3.27640 0.35347 -5.66664
H 0.44107 2.92574 -1.34973
H 2.16457 4.04977 0.06501
H 0.49578 4.48342 0.66286
O 4.97191 -2.00960 -7.44733
H 4.30223 -1.44057 -7.07292

- ΔE to the lowest compared entry with this formula, charge and spin: 0.0 kcal/mol
- Gap between HOMO and LUMO: 0.060 Ha
- HOMO energy: -3.3191 eV

---

Below is a structure of composition C43H36BrCl2GeNOOs, with properties calculated with ωB97M-V/def2-TZVPD.

Geometry (Å):
Os -0.04108 0.00022 0.36648
Br 2.55777 0.01901 0.25125
C 2.75950 0.21230 2.15277
C 4.02200 0.24854 2.65490
C 4.17730 0.39652 4.04888
C 3.07736 0.49426 4.85010
C 1.76522 0.45647 4.31737
C 0.63250 0.55525 5.15600
C -0.62108 0.51466 4.61808
C -0.80446 0.38855 3.22792
C 0.26089 0.29497 2.36135
C 1.57569 0.31674 2.91488
H 4.88476 0.16841 2.00818
H 5.17268 0.42956 4.46933
H 3.19166 0.60381 5.92115
H 0.77909 0.66121 6.22311
H -1.49070 0.58701 5.25822
H -1.81360 0.37966 2.83817
C -0.05874 3.44181 1.81098
Ge -0.05458 2.54254 0.06510
C 1.62503 2.96064 -0.86978
C 2.70748 3.53836 -0.21194
C 3.90232 3.77294 -0.87936
C 4.02938 3.42781 -2.21789
C 2.95374 2.86150 -2.88964
C 1.76050 2.63406 -2.21801
C -1.51682 3.24819 -1.05324
C -2.52752 2.43910 -1.49958
C -3.62275 2.93020 -2.24128
C -3.70064 4.25975 -2.52676
C -2.67286 5.14343 -2.11565
C -2.73800 6.52049 -2.43646
C -1.73183 7.37162 -2.08187
C -0.60517 6.87318 -1.39969
C -0.52258 5.55040 -1.06751
C -1.55978 4.64048 -1.39164
H 0.00080 4.52044 1.67132
H 0.78057 3.11537 2.42619
H -0.97926 3.21770 2.35000
H 2.62669 3.80966 0.83591
H 4.73370 4.22859 -0.35647
H 4.95897 3.61196 -2.74039
H 3.04280 2.60984 -3.93890
H 0.91750 2.21356 -2.75973
H -2.51193 1.38463 -1.26414
H -4.40036 2.25018 -2.56589
H -4.54186 4.66113 -3.07872
H -3.60286 6.88475 -2.97753
H -1.78879 8.42214 -2.33350
H 0.20625 7.54275 -1.14560
H 0.37043 5.19414 -0.57348
Cl -4.57686 -0.84618 1.25622
C -3.93357 -1.17794 -0.29786
C -4.72519 -1.75323 -1.27923
C -4.19660 -2.01346 -2.53462
C -2.87347 -1.71033 -2.84373
C -2.10235 -1.14179 -1.85836
Cl -0.44188 -0.69519 -2.15685
C -2.59572 -0.86092 -0.57238
N -1.76755 -0.30201 0.36941
H -5.75507 -1.99204 -1.05486
H -4.82712 -2.45801 -3.29251
H -2.46549 -1.90542 -3.82529
C 1.54380 -8.52610 -0.85289
C 1.12792 -7.12472 -0.52205
C 2.06066 -6.18422 -0.10048
C 1.70545 -4.87896 0.19587
C 2.77305 -3.92666 0.64816
C 0.34514 -4.51139 0.06765
C -0.12770 -3.18919 0.38302
O 0.56070 -2.21635 0.70522
C -0.62075 -5.45660 -0.35925
C -2.08256 -5.11762 -0.51791
C -0.20624 -6.74102 -0.64959
H 2.54140 -8.74621 -0.47835
H 1.55025 -8.67095 -1.93518
H 0.84500 -9.24976 -0.43348
H 3.09731 -6.48116 0.00395
H 3.72983 -4.44259 0.70136
H 2.54431 -3.50404 1.62733
H 2.86640 -3.08419 -0.03626
H -1.21619 -3.05170 0.34585
H -2.24218 -4.27107 -1.18914
H -2.55090 -4.87805 0.43869
H -2.61336 -5.97031 -0.93592
H -0.93582 -7.47113 -0.97955

- ΔE to the lowest compared entry with this formula, charge and spin: 0.0 kcal/mol
- Gap between HOMO and LUMO (alpha / beta): 0.205 / 0.214 Ha
- Spin multiplicity: 2
- <S²>: 0.759
- Total charge: +1
- HOMO energy (alpha / beta): -10.0478 / -10.0479 eV

---

Below is a cluster of 2 separate species, C2H2FNO2 in total at a distorted geometry, with properties calculated with ωB97M-V/def2-TZVPD.

Geometry (Å):
C -1.24885 0.23630 0.27198
C -0.40766 0.80548 -0.47179
N 1.56349 -0.66058 0.11648
O 2.44320 -0.66600 -0.68273
O 1.17764 -1.36712 0.98616
F -0.16718 1.59755 -1.49385
H -2.35391 0.59004 0.38277
H -1.00674 -0.53568 0.89098

- ΔE to the lowest compared entry with this formula, charge and spin: 169.9 kcal/mol
- Gap between HOMO and LUMO (alpha / beta): 0.351 / 0.295 Ha
- HOMO energy (alpha / beta): -9.8315 / -9.0290 eV

---

Below is a structure of composition C40H28N3PRb, with properties calculated with ωB97M-V/def2-TZVPD.

Geometry (Å):
Rb -0.23416 0.15465 -0.22965
C -0.37018 -4.66728 0.99050
C -0.44335 -3.35627 0.47541
N -0.48788 -2.28915 1.22808
C -0.47108 -2.41260 2.58377
C -0.38530 -3.68188 3.19276
C -0.33839 -4.81223 2.34474
C -0.32580 -3.80562 4.60627
C -0.33081 -2.65634 5.34336
C -0.42997 -1.38060 4.76398
C -0.51856 -1.18035 3.38076
N -0.54312 -0.01051 2.70648
C -0.85135 1.16338 3.31827
C -1.71629 1.36215 4.39415
C -2.00431 2.64024 4.90895
C -1.44932 3.77679 4.39659
C -0.58684 3.65240 3.27558
C 0.00961 4.77791 2.65846
C 0.81454 4.62208 1.57125
C 1.01795 3.31332 1.07838
N 0.48490 2.25315 1.62321
C -0.30186 2.38548 2.72922
H -0.32655 -5.51697 0.32203
H -0.44612 -3.20322 -0.60197
H -0.26194 -5.79766 2.79243
H -0.25899 -4.78537 5.06193
H -0.25389 -2.72000 6.42435
H -0.39255 -0.52229 5.41695
H -2.21265 0.50755 4.82991
H -2.69372 2.71095 5.74417
H -1.66033 4.75740 4.80497
H -0.18747 5.76377 3.06675
H 1.28317 5.46742 1.08379
H 1.63759 3.14767 0.20016
C -0.77717 0.19931 -8.13770
C -0.56570 -1.03100 -7.53486
C -0.16033 -1.09828 -6.20593
C 0.05292 0.05273 -5.45183
C -0.16608 1.28163 -6.07882
C -0.57847 1.36188 -7.40156
P 0.65178 -0.13401 -3.68713
C -0.15102 1.41126 -3.05190
C -1.53847 1.38076 -2.89872
C -2.23760 2.47126 -2.39950
C -1.55309 3.62889 -2.04950
C -0.17585 3.67801 -2.21158
C 0.52021 2.58049 -2.70642
C 2.40451 0.37672 -3.95368
C 3.07589 0.70960 -5.09699
C 4.45410 1.05014 -5.00510
C 5.11312 1.06391 -3.80374
C 4.43212 0.72722 -2.60211
C 5.00900 0.75108 -1.29876
C 4.23457 0.45352 -0.20511
C 2.85653 0.12059 -0.36354
C 2.25284 0.05805 -1.59198
C 3.07405 0.37641 -2.69899
H -1.10026 0.25387 -9.17032
H -0.71979 -1.94680 -8.09341
H -0.01430 -2.07168 -5.74880
H -0.01484 2.20017 -5.52262
H -0.73970 2.33274 -7.85483
H -2.07835 0.47574 -3.16284
H -3.31165 2.41493 -2.27093
H -2.08938 4.47548 -1.63953
H 0.37265 4.57058 -1.93442
H 1.59870 2.62566 -2.80318
H 2.58455 0.72422 -6.06302
H 4.99406 1.31570 -5.90703
H 6.16126 1.34466 -3.76556
H 6.05489 1.01499 -1.17954
H 4.67885 0.48414 0.78510
H 2.28518 -0.11998 0.53894

- Gap between HOMO and LUMO: 0.213 Ha
- Total charge: -1
- HOMO energy: -3.6245 eV